# 1
{
  "formula": "C23H70Co2O16P",
  "method": "ωB97M-V/def2-TZVPD",
  "gap_ev": [9.37, 9.22],
  "mol_weight_g_mol": 751.6,
  "s2": 12.0098,
  "spin_multiplicity": 7,
  "total_energy_ev": -142288.0901,
  "total_charge": 1,
  "max_force_ev_per_a": 3.664,
  "symbols": ["Co", "Co", "P", "O", "O", "O", "O", "C", "C", "C", "O", "H", "H", "H", "H", "H", "H", "H", "H", "C", "C", "C", "O", "H", "H", "H", "H", "H", "H", "H", "H", "C", "C", "C", "O", "H", "H", "H", "H", "H", "H", "H", "H", "C", "C", "O", "H", "H", "H", "H", "H", "H", "C", "C", "O", "H", "H", "H", "H", "H", "H", "C", "C", "O", "H", "H", "H", "H", "H", "H", "C", "C", "O", "H", "H", "H", "H", "H", "H", "C", "C", "O", "H", "H", "H", "H", "H", "H", "C", "O", "H", "H", "H", "H", "C", "O", "H", "H", "H", "H", "C", "O", "H", "H", "H", "H", "C", "O", "H", "H", "H", "H"],
  "positions_angstrom": [[-0.3095, 1.1435, -2.6715], [-0.3721, -1.2081, 1.9334], [-0.2904, -0.0245, -0.3358], [-1.3540, -0.9077, 0.3304], [-0.8476, 1.3363, -0.7918], [0.2060, -0.5218, -1.7150], [0.7138, -0.0885, 0.8425], [2.0817, 0.1104, 4.8021], [2.2033, -1.0216, 3.8506], [3.1485, -2.0775, 4.4287], [0.9133, -1.6528, 3.6933], [1.3654, 0.8612, 4.4684], [3.0623, 0.5861, 4.8155], [1.7951, -0.1228, 5.8275], [2.5817, -0.6793, 2.8875], [3.2528, -2.9403, 3.7707], [2.8997, -2.4108, 5.4362], [4.1020, -1.5562, 4.5134], [0.8559, -2.2150, 4.4693], [2.7907, 3.8980, -1.4427], [2.5765, 3.0286, -2.6699], [3.8430, 2.3883, -3.2185], [1.7487, 1.9554, -2.2891], [1.8669, 4.3074, -1.0341], [3.3838, 4.7431, -1.7921], [3.3713, 3.3458, -0.7036], [2.0821, 3.5883, -3.4638], [4.5059, 3.1632, -3.6034], [3.5757, 1.7282, -4.0437], [4.4690, 1.8615, -2.4982], [2.1404, 1.4895, -1.5466], [-4.5184, 2.7557, 2.2638], [-3.7652, 2.0594, 1.1005], [-4.3653, 2.5458, -0.2323], [-2.3675, 2.4519, 1.1418], [-5.5665, 2.4791, 2.3780], [-4.5547, 3.8449, 2.2863], [-4.0695, 2.4064, 3.1936], [-3.8739, 0.9788, 1.1923], [-5.1961, 1.9718, -0.6428], [-3.6693, 2.3792, -1.0544], [-4.5214, 3.6244, -0.2492], [-1.9822, 2.1493, 0.3162], [-3.8916, -2.1864, 3.9098], [-3.0897, -2.2190, 2.6298], [-1.7323, -2.5050, 2.9764], [-4.9615, -2.0637, 3.7411], [-3.5976, -1.2803, 4.4394], [-3.6954, -3.0656, 4.5236], [-3.0698, -1.2893, 2.0611], [-3.5034, -3.0072, 2.0008], [-1.7453, -3.4603, 3.0698], [1.3391, -4.9046, 2.4014], [1.6846, -3.8270, 1.3148], [0.5759, -3.0208, 1.0530], [0.6739, -4.4576, 3.1403], [2.1935, -5.3382, 2.9210], [0.8597, -5.7481, 1.9047], [2.0078, -4.3715, 0.4276], [2.5311, -3.1666, 1.5030], [0.4036, -3.1063, 0.1125], [1.0817, -5.2502, -2.5134], [0.5863, -3.8399, -2.8868], [0.2598, -3.1613, -1.6558], [1.9609, -5.1422, -1.8782], [1.3872, -5.7374, -3.4394], [0.3863, -5.8860, -1.9655], [-0.2511, -3.8738, -3.5838], [1.3797, -3.2742, -3.3752], [0.2135, -2.2119, -1.7905], [-0.9405, 5.4375, -2.6544], [-1.2024, 3.9730, -2.1588], [-0.9628, 3.1021, -3.2601], [-1.2230, 6.2201, -1.9502], [-1.5991, 5.7472, -3.4659], [0.1058, 5.5216, -2.9481], [-2.2698, 3.9135, -1.9459], [-0.6739, 3.6695, -1.2551], [-1.5084, 3.5227, -3.9287], [1.0265, -0.7688, -6.2909], [1.3254, -0.1635, -4.9272], [0.4260, 0.9016, -4.6444], [1.7049, -1.6186, -6.3664], [1.2967, -0.1615, -7.1548], [-0.0033, -1.0947, -6.4369], [2.3457, 0.2137, -4.9960], [1.2635, -0.9762, -4.2035], [0.5912, 1.4624, -5.4058], [-3.5799, -2.2416, -1.6230], [-3.3556, -0.8865, -1.2564], [-4.2284, -2.6984, -0.8754], [-3.8862, -2.3228, -2.6659], [-2.6467, -2.8038, -1.5901], [-2.6118, -0.8971, -0.6496], [3.2071, -0.9213, -1.3316], [2.9838, 0.1210, -0.4421], [2.9305, -1.8811, -0.8952], [2.6892, -0.7974, -2.2827], [4.2567, -0.9283, -1.6255], [2.2102, -0.0611, 0.0963], [-1.5303, 0.9483, 4.2243], [-0.9067, 0.5422, 3.0103], [-1.1455, 1.9336, 4.4873], [-2.6192, 0.9898, 4.1985], [-1.2681, 0.2820, 5.0461], [-1.0725, 1.2752, 2.4130], [1.0862, 3.2103, 1.8646], [1.8919, 2.0074, 1.8808], [1.7111, 4.0282, 1.5060], [0.2474, 3.1323, 1.1729], [0.6550, 3.4182, 2.8439], [1.3803, 1.2891, 1.5014]],
  "mulliken_charge": [0.6408, 1.4295, 2.2108, -0.9740, -0.3549, -1.1914, 0.5999, -1.4454, 1.0609, -1.5332, -0.3221, 0.0884, 0.4477, 0.3323, -0.1372, 0.3473, 0.4143, 0.4253, 0.2485, -1.4391, 0.5774, -1.3710, 0.8756, 0.1582, 0.5203, 0.3852, 0.4013, 0.4536, 0.1641, 0.2781, -0.3358, -1.4845, 1.5248, -1.0750, -0.7091, 0.4020, 0.3393, 0.2945, -0.3293, 0.3842, -0.0006, 0.3275, -0.3663, -1.3094, 0.5536, -0.4824, 0.4177, 0.2281, 0.3411, -0.4847, 0.3778, 0.2842, -1.4195, 0.0898, 0.1683, 0.1363, 0.3913, 0.3976, 0.1600, 0.2501, 0.0668, -1.3697, 0.1160, -0.6908, 0.2898, 0.4260, 0.3299, 0.2967, 0.0864, 0.0599, -1.4692, 0.4375, -0.4216, 0.3777, 0.4695, 0.3072, 0.2372, -0.0982, 0.2638, -1.5940, 0.7961, -0.3717, 0.3892, 0.4723, 0.3860, -0.0761, -0.3075, 0.3127, -0.5237, -0.4931, 0.2483, 0.3171, 0.0208, 0.2839, 0.1548, -0.5629, -0.0136, -0.2781, 0.4589, -0.2021, -0.9776, 0.4366, 0.3570, -0.0467, 0.3513, -0.3192, -0.5587, -0.5183, 0.3772, -0.0311, 0.2789, 0.1559]
}

---

# 2
{
  "formula": "C35H90F3N9O12PS",
  "method": "ωB97M-V/def2-TZVPD",
  "gap_ev": [1.54, 8.14],
  "mol_weight_g_mol": 949.2,
  "s2": 0.7505,
  "spin_multiplicity": 2,
  "total_energy_ev": -104008.4991,
  "total_charge": -2,
  "max_force_ev_per_a": 3.790,
  "symbols": ["C", "F", "F", "F", "S", "O", "O", "O", "O", "P", "N", "C", "C", "N", "C", "C", "N", "C", "C", "H", "H", "H", "H", "H", "H", "H", "H", "H", "H", "H", "H", "H", "H", "H", "H", "H", "H", "O", "C", "O", "C", "C", "C", "H", "H", "H", "H", "H", "H", "C", "C", "C", "O", "C", "N", "H", "H", "H", "H", "H", "H", "H", "H", "H", "H", "H", "C", "C", "C", "O", "C", "N", "H", "H", "H", "H", "H", "H", "H", "H", "H", "H", "H", "C", "C", "C", "O", "C", "N", "H", "H", "H", "H", "H", "H", "H", "H", "H", "H", "H", "C", "C", "C", "O", "C", "N", "H", "H", "H", "H", "H", "H", "H", "H", "H", "H", "H", "C", "C", "C", "O", "C", "N", "H", "H", "H", "H", "H", "H", "H", "H", "H", "H", "H", "C", "C", "C", "O", "C", "N", "H", "H", "H", "H", "H", "H", "H", "H", "H", "H", "H"],
  "positions_angstrom": [[-0.5116, 1.8286, -0.1234], [0.3952, 1.6330, 0.8298], [-1.5875, 2.2087, 0.5182], [-0.1924, 2.7915, -0.9858], [-0.8974, 0.0924, -0.9172], [-1.4647, -0.7465, 0.1420], [-1.8546, 0.3434, -1.9965], [0.3714, -0.4581, -1.3939], [6.3282, -0.3282, 1.3872], [5.2081, -0.9146, 2.2144], [5.0753, -2.6050, 2.2165], [3.8299, -3.3727, 2.5539], [6.0249, -3.4568, 1.5049], [3.6123, -0.3280, 1.8570], [3.1246, -0.5557, 0.5225], [3.3187, 1.0204, 2.4220], [5.3994, -0.6435, 3.8748], [6.7388, -0.0949, 4.3948], [4.4698, -1.0998, 4.8553], [3.8442, -4.3596, 2.0915], [2.9152, -2.8812, 2.2224], [3.7931, -3.4923, 3.6367], [6.3651, -4.2781, 2.1357], [6.9048, -2.8389, 1.3255], [5.6075, -3.6890, 0.5252], [2.0459, -0.4014, 0.4962], [3.5646, 0.1849, -0.1453], [3.3439, -1.5781, 0.2145], [3.0830, 1.7935, 1.6907], [2.4444, 0.9937, 3.0724], [4.1669, 1.4352, 2.9666], [6.6580, 0.6073, 5.2246], [7.3157, -0.9657, 4.7062], [7.2681, 0.4152, 3.5900], [4.5035, -2.1812, 4.9877], [3.4748, -0.9752, 4.4282], [4.5515, -0.6007, 5.8209], [0.1687, -3.0754, 4.1402], [0.1563, -1.8956, 4.4790], [0.8989, -1.4360, 5.5755], [0.6779, -0.0282, 5.6645], [-0.4730, 0.2939, 4.7850], [-0.6008, -0.8537, 3.7974], [1.5575, 0.4276, 5.2100], [0.4839, 0.3365, 6.6732], [-0.4847, 1.2584, 4.2774], [-1.3476, 0.2826, 5.4354], [-0.1695, -0.7327, 2.8037], [-1.5943, -1.2891, 3.6905], [-4.4999, 1.8985, -3.4850], [-3.2338, 2.5342, -3.9873], [-2.5423, 3.4101, -2.9450], [-3.2492, 4.6428, -2.6480], [-2.8696, 5.2606, -1.4320], [-2.4305, 1.5488, -4.6691], [-5.0899, 1.4551, -4.2872], [-5.2012, 2.6679, -3.1618], [-4.2653, 1.1679, -2.7109], [-3.6330, 3.1869, -4.7637], [-1.5610, 3.6463, -3.3565], [-2.2979, 2.8710, -2.0298], [-3.1685, 6.3077, -1.3835], [-1.7961, 5.4323, -1.3539], [-3.1934, 4.6378, -0.5981], [-2.0316, 1.0378, -3.8946], [-1.6325, 1.8954, -5.1823], [1.3766, 3.9368, 3.0796], [1.0058, 5.2582, 2.3605], [-0.3999, 5.7395, 2.8403], [-0.6354, 7.0987, 2.3676], [-1.8279, 7.7426, 2.8277], [1.9541, 6.2457, 2.7017], [0.7405, 3.0624, 2.9417], [1.5894, 3.9879, 4.1474], [2.3592, 3.7444, 2.6489], [0.9381, 5.2328, 1.2729], [-0.4280, 5.7331, 3.9299], [-1.1523, 5.0373, 2.4814], [-2.6950, 7.1776, 2.4856], [-1.8982, 8.7403, 2.3943], [-1.8124, 7.8174, 3.9151], [1.4768, 7.1281, 2.8185], [2.1976, 6.1157, 3.6733], [0.9331, -4.3065, 0.5505], [-0.4664, -4.8059, 0.7563], [-0.5181, -5.8319, 1.9439], [0.1041, -7.0165, 1.5482], [0.2359, -8.0110, 2.5901], [-1.3012, -3.6169, 0.9444], [1.0026, -3.3354, 0.0603], [1.6410, -4.9936, 0.0870], [1.3975, -4.1351, 1.5216], [-0.8487, -5.2781, -0.1486], [-1.5635, -5.9727, 2.2186], [0.0508, -5.4840, 2.8061], [0.7126, -8.9092, 2.1976], [-0.7573, -8.3556, 2.8779], [0.8288, -7.7105, 3.4540], [-0.9863, -3.1952, 1.8064], [-1.1205, -2.8142, 0.3586], [-1.0616, -3.3362, -2.8673], [-1.5018, -2.3931, -4.0143], [-1.7281, -3.2593, -5.2859], [-0.4750, -3.7480, -5.6446], [-0.3454, -4.4156, -6.9254], [-2.7742, -1.8082, -3.5962], [-1.7841, -4.1220, -2.6471], [-0.8363, -3.0220, -1.8482], [-0.1046, -3.7901, -3.1246], [-0.7347, -1.6223, -4.0890], [-2.1854, -2.6177, -6.0392], [-2.4488, -4.0600, -5.1196], [-0.8119, -3.7412, -7.6435], [-0.6993, -5.4465, -6.9352], [0.7218, -4.3324, -7.1305], [-2.3735, -1.2526, -2.8540], [-3.1426, -1.0693, -4.1780], [-4.7729, -1.2196, 2.1258], [-5.0525, -0.9175, 0.6639], [-4.6890, 0.5297, 0.2141], [-5.2272, 1.5313, 1.1487], [-5.0999, 2.9277, 0.7893], [-4.1400, -1.7740, -0.0305], [-5.3666, -0.6246, 2.8198], [-3.7070, -1.0835, 2.3084], [-5.0613, -2.2625, 2.2574], [-6.0679, -1.2232, 0.4117], [-5.1281, 0.7117, -0.7668], [-3.6215, 0.7361, 0.1369], [-4.1131, 3.3251, 1.0268], [-5.7817, 3.6612, 1.2197], [-5.2286, 2.9983, -0.2908], [-4.1696, -1.6702, -1.0348], [-3.1772, -1.5419, 0.1676], [1.6754, -0.1477, -5.7093], [1.9716, 0.9183, -4.6807], [0.8490, 1.8629, -4.3197], [0.1661, 2.3464, -5.5228], [0.8215, 3.3860, -6.1333], [2.5506, 0.3343, -3.5068], [0.9928, -0.9230, -5.3615], [2.5890, -0.7244, -5.8538], [1.3793, 0.2742, -6.6697], [2.7893, 1.5151, -5.0849], [1.2597, 2.7330, -3.8076], [0.1210, 1.2673, -3.7689], [0.2078, 3.7340, -6.9642], [1.8524, 3.2312, -6.4516], [0.9203, 4.2827, -5.5214], [2.0185, -0.4588, -3.1782], [2.5751, 0.8826, -2.6590]],
  "mulliken_charge": [0.1075, 0.0740, -0.3427, -0.1763, 0.5915, -0.1602, -0.2081, 0.0293, -0.8985, 0.4151, 0.2303, -0.7957, -1.2353, 0.5120, -0.9818, -0.7377, 0.8404, -1.3229, -0.8951, 0.5261, 0.0804, 0.1493, 0.3845, 0.3871, 0.3713, 0.0610, 0.3304, 0.4371, 0.5003, -0.4762, 0.5139, 0.3847, 0.3676, 0.2538, 0.1337, 0.0214, 0.4136, -0.6671, 0.6538, 0.0365, -1.6299, -0.9831, 0.7197, -0.1990, 0.8681, 0.3120, 0.8215, -0.3037, -0.1810, -1.3413, 0.3645, 0.2501, -0.4832, -0.3171, -0.6408, 0.4639, 0.3847, -0.2037, 0.6701, 0.1778, -0.2564, 0.4184, 0.2598, -0.1253, -0.5964, 0.6506, -1.6676, 1.1070, -1.0883, 0.1584, -1.2543, -0.8688, 0.1480, 0.3730, 0.0373, -0.0573, 0.5344, 0.0220, 0.1800, 0.3263, 0.4556, 0.2735, 0.5779, -1.1411, 0.7474, -0.8635, -0.3495, -0.7714, -0.4409, 0.2138, 0.5936, -0.1065, 0.3487, 0.4840, 0.2465, 0.2687, 0.3040, 0.2854, 0.0929, 0.0469, -1.5544, 2.7388, -0.9824, -0.2570, -0.8832, -0.7455, 0.3186, -0.0130, 0.4867, -0.9076, 0.4622, 0.3884, 0.3581, 0.2498, 0.2639, -0.4791, 0.3926, -0.8854, 0.3785, 0.1418, -0.3481, -0.4768, -0.6630, 0.3504, -0.3226, 0.4408, 0.3419, 0.1319, -0.0748, 0.0016, 0.3412, 0.1370, 0.3179, 0.0963, -1.1792, 0.3968, 0.9132, -0.3755, -1.0086, -0.6552, -0.0182, 0.4345, 0.2776, 0.3353, 0.5676, -1.0185, 0.3606, 0.2924, 0.3635, 0.1003, 0.2420]
}